Entry 1:
Computed, not measured: one molecule with the formula C7H5N in a non-equilibrium geometry, with ωB97M-V/def2-TZVPD.

Last column: Mulliken charge in e.
Positions of all 13 atoms, in Å:
C (0.5008, 2.8580, -0.6144)  -0.43
C (-0.0173, 1.6550, -0.8276)  -0.19
C (-0.3439, 0.1565, -0.8820)  0.54
C (-1.1015, -0.5583, -1.7100)  -0.62
C (0.1739, -0.2233, 0.4997)  0.73
C (0.4904, 0.3749, 1.5594)  -0.93
C (0.2716, -1.6883, 0.7268)  -0.03
N (0.2189, -2.8317, 1.1654)  -0.50
H (0.3846, 4.1016, -0.6857)  0.30
H (-1.1751, 0.0891, -2.6542)  0.26
H (-1.7259, -1.3992, -1.3667)  0.31
H (0.4560, 1.5214, 1.5546)  0.13
H (0.6847, 0.0625, 2.4820)  0.43

Forces on the atoms, in the same order (eV/Å):
-4.2210 -3.5666 -1.9043
2.8492 5.6453 -0.8563
1.6696 3.2722 3.6273
0.0641 2.6005 -1.0155
-1.5646 -6.2441 -3.7826
-0.0463 7.8978 0.4798
-1.0080 -6.5713 2.6537
0.5019 6.8198 -2.9812
0.6143 -4.2719 0.3812
-0.9067 -1.7798 1.0643
0.9717 0.0761 -0.7725
0.0156 -1.6428 -0.1324
1.0602 -2.2354 3.2387

The calculation puts the gap between HOMO and LUMO at 9.4 eV. As for the SMILES: C#CC(=C)C(=C)C#N. Its highest occupied orbital energy is -9.8061 eV. As for the max |F|: 0.15387 Eh/bohr. The value obtained for the energy above the lowest of the compared OMol25 structures with the same formula, charge and spin is 482.2 kJ/mol.

=====

Entry 2:
Computed, not measured: C4H8BiO3 as an isolated structure in a non-equilibrium geometry, with ωB97M-V/def2-TZVPD.

Last column: Mulliken spin population.
Positions of all 16 atoms, in Å:
C (1.6230, 0.3217, 2.6083)  0.00
C (1.5871, -0.5861, 1.3993)  0.00
O (0.3569, -1.2960, 1.4246)  0.00
H (2.6518, 0.6219, 2.8465)  0.00
H (1.0149, 1.2210, 2.4374)  0.00
H (1.2088, -0.2145, 3.4722)  0.00
H (2.4197, -1.3080, 1.4136)  0.00
H (1.6377, -0.0135, 0.4610)  0.00
O (-1.7021, -0.5377, -1.6629)  0.17
Bi (-1.3471, -1.0156, 0.2441)  0.00
O (-0.6978, -0.4521, 1.9927)  0.00
C (-1.6666, 0.4994, -2.3622)  0.27
C (-1.7730, 0.4370, -3.7746)  0.48
H (-1.5762, 1.3246, -4.3740)  0.03
H (-1.6388, 1.4867, -1.8755)  0.02
H (-2.0982, -0.4888, -4.2504)  0.03

Forces on the atoms, in the same order (eV/Å):
0.2514 0.4196 0.3778
1.9516 1.6694 0.0516
0.3253 -1.4030 1.0573
-0.2800 -0.1205 -0.1901
0.3498 -0.2748 0.1794
0.2903 0.1627 -0.1289
-0.7232 -0.1846 -0.0412
0.0847 -0.0732 0.0913
-0.0628 0.8645 -2.9654
-3.1455 -4.6015 1.0120
1.0901 1.7284 2.5379
-0.3876 2.0167 -2.0403
-0.1366 0.0327 0.1069
-0.1002 -0.1546 0.1006
0.2629 -0.2163 -0.1832
0.2299 0.1343 0.0344

Its expectation value of S² is 0.754. The calculation puts the gap between HOMO and LUMO (alpha / beta) at 8.5 / 7.5 eV. As for the spin multiplicity: 2. Its highest occupied orbital energy (alpha / beta) is -19.1956 / -19.1927 eV. As for the max |F|: 0.11017 Eh/bohr. The value obtained for the energy above the lowest of the compared OMol25 structures with the same formula, charge and spin is 230.8 kJ/mol. Its charge is +2.

=====

Look up the max |F| of the first one.
0.15387 Eh/bohr